1.
Density functional theory data (ωB97M-V with the def2-TZVPD basis set) for C10H9F12N5O8S4Zn as an isolated structure in a non-equilibrium geometry.

Calculated total energy in hartree: -5832.493116
Energy relative to the best compared isomer or geometry (same formula, charge and spin) in kcal/mol: 0.00
F_max in eV/Å: 5.54
Orbital gap in hartree: 0.3264
HOMO energy in eV: -11.48

```
! wB97M-V def2-TZVPD RIJCOSX def2/J DEFGRID3
* xyz 0 1
Zn 2.60 0.55 -0.47
C 4.99 3.16 -2.75
F 4.09 2.89 -3.67
F 5.97 2.29 -2.81
F 5.47 4.35 -2.95
S 4.24 3.05 -1.00
O 5.02 2.06 -0.31
O 4.21 4.37 -0.44
N 2.68 2.33 -1.18
S 1.57 3.43 -1.56
O 0.85 3.87 -0.40
O 2.10 4.42 -2.47
C 0.41 2.41 -2.68
F -0.80 2.39 -2.18
F 0.40 2.93 -3.88
F 0.89 1.16 -2.78
C 0.32 -1.01 2.28
F 1.56 -1.47 2.41
F -0.52 -1.97 2.64
F 0.13 0.06 3.01
S -0.09 -0.63 0.43
O -1.24 -1.42 0.09
O -0.25 0.80 0.40
N 1.44 -0.94 -0.33
S 1.40 -2.50 -0.68
O 2.77 -2.89 -0.95
O 0.70 -3.41 0.23
C 0.50 -2.69 -2.37
F -0.04 -1.52 -2.70
F 1.39 -3.02 -3.27
F -0.43 -3.60 -2.24
C -3.20 -0.18 3.89
C -2.56 1.10 4.26
N -2.07 2.10 4.54
H -4.21 0.05 3.56
H -3.21 -0.90 4.70
H -2.63 -0.65 3.09
C -1.59 -5.37 1.45
C -2.42 -4.33 2.03
N -3.08 -3.52 2.50
H -1.79 -6.34 1.90
H -0.54 -5.12 1.52
H -1.82 -5.38 0.38
C -3.58 1.27 0.19
C -4.35 1.84 -0.94
N -5.00 2.25 -1.79
H -4.34 0.84 0.85
H -3.21 2.21 0.60
H -2.73 0.69 -0.14
*
```

2.
Density functional theory data (ωB97M-V with the def2-TZVPD basis set) for a single C2H3NOS2 molecule in a non-equilibrium geometry.

Calculated total energy in hartree: -1004.278818
Energy relative to the best compared isomer or geometry (same formula, charge and spin) in kcal/mol: 68.22
F_max in eV/Å: 1.69
Orbital gap in hartree: 0.3135
SMILES string: O/N=C\SC=S
HOMO energy in eV: -9.28

```
! wB97M-V def2-TZVPD RIJCOSX def2/J DEFGRID3
* xyz 0 1
C -1.54 -0.83 0.44
C 1.11 0.06 0.46
H -1.63 1.22 -0.72
H -1.53 -1.60 1.22
H 0.68 0.22 1.45
N -2.46 0.03 0.52
O -2.46 1.15 -0.26
S -0.05 -0.61 -0.65
S 2.67 0.33 0.09
*
```

3.
Density functional theory data (ωB97M-V with the def2-TZVPD basis set) for a 5-piece molecular cluster, C14H36Cl3O14P3S overall in a non-equilibrium geometry.

Calculated total energy in hartree: -4411.443989
F_max in eV/Å: 2.75
Orbital gap in hartree: 0.3954
SMILES string: COP(=O)(OC)OC.COP(=O)(OC)OC.COP(=O)(OC)OC.O=S1(=O)CCCC1.ClC(Cl)Cl
HOMO energy in eV: -10.37

```
! wB97M-V def2-TZVPD RIJCOSX def2/J DEFGRID3
* xyz 0 1
C 9.85 16.75 14.48
C 9.64 17.71 15.64
C 10.99 18.42 15.91
S 12.23 17.71 14.84
O 13.40 17.52 15.66
O 12.30 18.41 13.56
C 11.27 16.24 14.67
H 9.75 17.20 13.52
H 9.02 16.03 14.51
H 9.32 17.19 16.60
H 8.87 18.40 15.42
H 11.30 18.13 16.90
H 11.03 19.49 15.66
H 11.29 15.79 15.66
H 11.65 15.57 13.93
C 10.16 13.08 12.73
O 9.96 13.59 11.47
P 8.93 14.75 11.13
O 7.72 14.64 11.95
O 9.66 16.10 11.23
C 10.98 16.37 10.67
O 8.76 14.52 9.59
C 7.84 13.54 9.08
H 10.06 13.87 13.46
H 11.20 12.74 12.67
H 9.43 12.32 12.89
H 10.78 16.56 9.59
H 11.66 15.54 10.85
H 11.36 17.31 11.12
H 8.46 13.20 8.23
H 6.86 14.00 8.73
H 7.71 12.79 9.84
C 7.85 7.95 18.44
O 7.96 9.38 18.75
P 6.72 10.29 18.98
O 7.15 11.66 19.20
O 5.91 9.56 20.16
C 5.29 10.41 21.18
O 5.76 10.01 17.76
C 5.79 10.71 16.54
H 7.34 7.88 17.44
H 7.36 7.43 19.31
H 8.89 7.63 18.39
H 6.08 10.85 21.78
H 4.73 9.64 21.71
H 4.61 11.16 20.76
H 5.96 9.97 15.78
H 6.66 11.37 16.51
H 4.88 11.27 16.37
C 6.48 15.58 20.01
O 6.08 14.55 21.01
P 6.98 14.24 22.24
O 6.51 13.03 22.85
O 7.05 15.57 23.02
C 8.00 15.88 24.04
O 8.46 14.08 21.81
C 9.19 12.84 21.97
H 6.84 16.46 20.57
H 5.61 15.75 19.42
H 7.33 15.14 19.52
H 7.50 16.62 24.61
H 8.95 16.12 23.52
H 8.10 15.02 24.69
H 8.75 12.02 21.39
H 9.31 12.56 23.02
H 10.23 12.96 21.59
C 10.33 12.74 18.19
Cl 9.92 12.33 16.53
Cl 10.33 14.48 18.43
Cl 11.75 11.90 18.69
H 9.44 12.40 18.73
*
```

4.
Density functional theory data (ωB97M-V with the def2-TZVPD basis set) for C47H36F15GeMnNO2PS as an isolated structure in a non-equilibrium geometry.

Calculated total energy in hartree: -7483.019445
F_max in eV/Å: 1.70
Orbital gap (alpha / beta) in hartree: 0.2286 / 0.2296
HOMO energy (alpha / beta) in eV: -11.29 / -11.28

```
! wB97M-V def2-TZVPD RIJCOSX def2/J DEFGRID3
* xyz 1 2
Mn 0.75 -0.53 -0.38
C -1.76 -1.47 -4.74
C -1.44 -0.71 -3.46
C -2.70 -0.37 -2.65
P -0.27 -1.54 -2.28
C 0.95 -2.44 -3.36
C 1.80 -1.44 -4.14
C 1.82 -3.35 -2.50
C -1.24 -2.83 -1.41
C -2.19 -3.71 -1.90
C -2.92 -4.54 -1.05
C -3.99 -5.45 -1.56
C -2.65 -4.50 0.32
C -1.70 -3.65 0.83
C -0.99 -2.80 -0.02
N -0.08 -1.88 0.46
C 0.35 -2.05 1.80
C 1.26 -3.08 2.13
C 1.73 -4.06 1.10
C 1.72 -3.17 3.42
C 1.30 -2.30 4.43
C 1.88 -2.38 5.79
C 0.33 -1.36 4.11
C -0.16 -1.23 2.82
C -1.26 -0.25 2.52
H -2.52 -0.91 -5.29
H -2.16 -2.46 -4.54
H -0.90 -1.57 -5.38
H -0.94 0.23 -3.73
H -3.27 -1.27 -2.43
H -3.33 0.32 -3.20
H -2.40 0.08 -1.70
H 0.35 -3.05 -4.04
H 2.33 -0.77 -3.47
H 1.19 -0.84 -4.81
H 2.53 -1.97 -4.75
H 2.35 -2.77 -1.74
H 2.57 -3.85 -3.11
H 1.22 -4.12 -2.00
H -2.39 -3.75 -2.96
H -4.03 -5.46 -2.64
H -4.96 -5.13 -1.18
H -3.82 -6.46 -1.20
H -3.22 -5.13 0.99
H -1.50 -3.62 1.89
H 2.08 -3.54 0.21
H 0.92 -4.73 0.81
H 2.54 -4.67 1.50
H 2.43 -3.95 3.67
H 2.02 -3.42 6.09
H 1.26 -1.88 6.52
H 2.87 -1.91 5.80
H -0.05 -0.72 4.88
H -1.90 -0.13 3.40
H -1.87 -0.56 1.67
H -0.83 0.72 2.29
F -0.07 5.60 2.66
C 0.55 5.75 1.48
C 0.27 4.87 0.46
C 0.87 5.08 -0.77
F 0.53 4.24 -1.76
C 1.76 6.12 -0.99
F 2.32 6.30 -2.18
C 2.05 6.99 0.07
F 2.90 7.99 -0.11
C 1.44 6.81 1.31
F 1.71 7.63 2.31
Ge -0.96 3.31 0.60
S 0.19 1.53 0.05
C -1.60 3.18 2.49
C -2.91 3.30 2.89
F -3.86 3.52 1.98
C -3.27 3.21 4.24
F -4.55 3.33 4.60
C -2.29 2.98 5.20
F -2.62 2.88 6.48
C -0.95 2.86 4.81
F -0.01 2.62 5.72
C -0.64 2.97 3.47
F 0.63 2.87 3.05
C -2.55 3.63 -0.54
C -3.47 2.60 -0.67
F -3.17 1.45 -0.03
C -4.66 2.74 -1.36
F -5.51 1.72 -1.48
C -4.95 3.98 -1.94
F -6.09 4.15 -2.59
C -4.05 5.04 -1.81
F -4.34 6.22 -2.34
C -2.86 4.84 -1.13
F -1.99 5.85 -0.99
O 2.59 -1.05 0.37
C 3.10 -0.48 -0.64
O 2.29 0.10 -1.43
C 4.53 -0.58 -0.92
C 5.21 -1.70 -0.44
C 6.55 -1.86 -0.71
C 7.23 -0.89 -1.42
C 6.56 0.24 -1.89
C 5.21 0.39 -1.66
H 4.65 -2.44 0.13
H 7.06 -2.74 -0.36
H 8.28 -1.00 -1.61
H 7.10 0.99 -2.45
H 4.67 1.25 -2.02
*
```